1.
Below is a 6-piece molecular cluster, C38H94BClIN10O11 overall, with properties calculated with ωB97M-V with the def2-TZVPD basis set.

Its frontier orbital gap is 7.94 eV. The molar mass comes out at 1040.398 Da. As for the total charge: +1. Its spin multiplicity is 1.

Cartesian coordinates (Å):
C (5.0128, 0.7672, 2.7351)
C (4.7449, 1.8812, 1.6856)
B (3.2636, 2.1033, 1.1605)
O (2.8289, 3.4119, 1.0137)
C (2.1450, 0.9996, 0.7910)
C (1.3781, 0.6633, 2.1218)
C (0.9679, 1.8663, 2.9868)
C (-0.4016, 1.5432, 3.6424)
I (2.3509, 2.1462, 4.6179)
C (1.0754, 1.6895, -0.0730)
N (0.6565, 0.6705, -1.1200)
C (-0.7465, 0.6932, -1.6253)
C (-1.8493, 0.6712, -0.5607)
C (-3.1013, 1.4932, -0.9633)
C (-4.3765, 0.6775, -0.7096)
N (-4.5196, 0.3650, 0.7042)
C (-5.4792, -0.6822, 0.9746)
N (-6.6612, -0.7140, 0.5330)
N (-5.0504, -1.7498, 1.8176)
C (1.2818, -0.6294, -0.7729)
Cl (0.1519, -1.7385, 0.0618)
C (2.5957, -0.2848, -0.0377)
C (3.0123, -1.4363, 0.9104)
C (3.2677, -2.8877, 0.3807)
N (2.5092, -3.8000, 1.2802)
N (2.9889, -3.2306, -0.9931)
N (4.6969, -3.1462, 0.5563)
C (3.8039, -0.0861, -0.9600)
C (3.6974, 0.7358, -2.2574)
N (3.3286, 2.1439, -2.0538)
N (2.7901, 0.1235, -3.2261)
N (5.0769, 0.6607, -2.8079)
H (4.2260, 0.0250, 2.8278)
H (5.9381, 0.2380, 2.5043)
H (5.1482, 1.2078, 3.7192)
H (5.0654, 2.8253, 2.1423)
H (5.4480, 1.7353, 0.8583)
H (3.6074, 3.9666, 0.8965)
H (0.4438, 0.1644, 1.8454)
H (1.8999, -0.0471, 2.7588)
H (0.8167, 2.8004, 2.4534)
H (-0.4765, 0.4933, 3.9149)
H (-1.1729, 1.7745, 2.8967)
H (-0.5930, 2.1962, 4.4896)
H (0.2050, 2.0759, 0.4523)
H (1.4245, 2.5444, -0.6473)
H (1.2092, 0.9457, -1.9379)
H (-0.8365, 1.6089, -2.2155)
H (-0.8974, -0.1281, -2.3250)
H (-1.5117, 0.9899, 0.4238)
H (-2.1685, -0.3619, -0.4287)
H (-3.0632, 1.8125, -2.0057)
H (-3.1248, 2.3845, -0.3308)
H (-4.2623, -0.2495, -1.2730)
H (-5.2136, 1.2712, -1.0988)
H (-4.7358, 1.1910, 1.2477)
H (-6.8449, 0.1178, -0.0320)
H (-4.9248, -1.4243, 2.7672)
H (-4.1835, -2.1456, 1.4786)
H (1.4016, -1.1245, -1.7323)
H (2.3476, -1.5412, 1.7598)
H (3.9590, -1.1046, 1.3360)
H (3.0816, -4.6199, 1.4395)
H (1.6502, -4.1011, 0.8390)
H (2.0426, -3.1719, -1.3203)
H (3.7009, -3.0386, -1.6761)
H (4.9151, -3.1828, 1.5441)
H (4.9199, -4.0323, 0.1186)
H (4.1980, -1.0509, -1.2702)
H (4.6313, 0.3645, -0.4153)
H (4.0575, 2.7381, -2.4204)
H (2.4888, 2.4091, -2.5593)
H (3.1346, -0.8096, -3.4257)
H (2.8547, 0.6484, -4.0927)
H (5.1040, 1.0740, -3.7331)
H (5.7358, 1.1538, -2.2148)
C (8.6725, 6.9508, 2.9870)
O (7.3601, 7.4835, 2.9067)
C (6.5609, 6.8766, 1.9099)
C (5.6281, 5.8334, 2.4909)
O (6.3323, 4.7339, 3.0445)
C (6.4647, 4.8091, 4.4571)
H (9.0994, 7.2697, 3.9361)
H (8.6711, 5.8595, 2.9498)
H (9.2924, 7.3405, 2.1731)
H (7.1881, 6.4343, 1.1289)
H (5.9585, 7.6670, 1.4510)
H (4.9965, 5.4423, 1.6838)
H (4.9720, 6.2859, 3.2402)
H (5.5226, 4.5272, 4.9381)
H (6.7541, 5.8084, 4.7864)
H (7.2384, 4.1044, 4.7576)
C (5.6853, -4.7592, 5.7224)
O (5.8941, -3.6864, 6.6237)
C (6.6929, -2.6435, 6.0904)
C (5.8537, -1.4850, 5.5941)
O (5.0311, -1.8548, 4.4967)
C (3.6921, -2.1366, 4.8662)
H (4.8562, -5.3534, 6.1035)
H (5.4333, -4.4047, 4.7201)
H (6.5772, -5.3923, 5.6687)
H (7.3329, -3.0218, 5.2870)
H (7.3405, -2.2860, 6.8962)
H (6.5220, -0.6907, 5.2461)
H (5.2451, -1.0813, 6.4091)
H (3.1408, -1.2042, 5.0400)
H (3.6354, -2.7616, 5.7593)
H (3.2266, -2.6718, 4.0365)
C (-7.4696, 0.7524, -3.9633)
O (-7.3471, 1.8767, -3.1059)
C (-6.4238, 2.8426, -3.5840)
C (-7.1196, 3.9919, -4.2846)
O (-7.7762, 3.5678, -5.4634)
C (-9.1741, 3.3730, -5.2955)
H (-8.3810, 0.2250, -3.6877)
H (-7.5360, 1.0489, -5.0115)
H (-6.6173, 0.0758, -3.8302)
H (-5.6894, 2.3763, -4.2499)
H (-5.8887, 3.2358, -2.7116)
H (-6.3655, 4.7292, -4.5789)
H (-7.8222, 4.4814, -3.6034)
H (-9.6931, 4.3363, -5.2853)
H (-9.4028, 2.8305, -4.3766)
H (-9.5336, 2.7917, -6.1421)
C (-12.5090, 1.0196, -5.8295)
O (-12.3744, 2.4015, -6.1150)
C (-12.2211, 2.6735, -7.5007)
C (-13.5210, 3.1082, -8.1448)
O (-14.4919, 2.0757, -8.1288)
C (-15.4461, 2.2123, -7.0893)
H (-12.9020, 0.9278, -4.8181)
H (-13.1956, 0.5276, -6.5207)
H (-11.5326, 0.5232, -5.8751)
H (-11.8144, 1.7996, -8.0195)
H (-11.4955, 3.4881, -7.5930)
H (-13.3251, 3.3543, -9.1927)
H (-13.9059, 4.0072, -7.6536)
H (-16.1825, 2.9811, -7.3448)
H (-14.9750, 2.4658, -6.1372)
H (-15.9584, 1.2573, -6.9847)
C (5.3637, -8.0248, 1.7855)
O (4.0651, -7.5307, 1.4949)
C (3.4082, -8.2558, 0.4642)
C (2.4293, -9.2719, 1.0149)
O (3.0816, -10.2894, 1.7529)
C (3.0249, -10.0988, 3.1568)
H (5.6651, -7.6159, 2.7489)
H (5.3773, -9.1141, 1.8457)
H (6.0776, -7.6957, 1.0228)
H (4.1405, -8.7468, -0.1835)
H (2.8566, -7.5293, -0.1418)
H (1.9203, -9.7545, 0.1752)
H (1.6708, -8.7759, 1.6290)
H (2.0370, -10.3736, 3.5402)
H (3.2461, -9.0660, 3.4351)
H (3.7700, -10.7516, 3.6082)

=====

2.
Below is a 11-piece molecular cluster, C38H94BNO10Si overall, with properties calculated with ωB97M-V with the def2-TZVPD basis set.

Its frontier orbital gap is 8.61 eV. The molar mass comes out at 764.065 Da. As for the total charge: 0. Its spin multiplicity is 1. The SMILES is CNCBCCCCCCCC[Si](C)(C)c1ccccc1.CCO.CCO.CCO.CCO.CCO.CCO.CCO.CCO.CCO.CCO.

Cartesian coordinates (Å):
C (5.7111, -0.0558, 0.6557)
N (5.4357, -0.6420, -0.6927)
C (5.1117, -2.0956, -0.5501)
B (3.9605, -2.5013, -1.6294)
C (2.7744, -1.4215, -1.8013)
C (1.5222, -1.9518, -2.6054)
C (0.3838, -0.8320, -2.4762)
C (0.7822, 0.3749, -3.4287)
C (-0.5033, 1.2587, -3.7067)
C (-0.5342, 2.6233, -2.9278)
C (-0.6667, 2.4681, -1.3608)
C (-2.1109, 1.9393, -0.9774)
Si (-2.1278, 0.7026, 0.5011)
C (-0.4374, 0.5068, 1.3487)
C (-3.3961, 1.4054, 1.7552)
C (-2.7298, -0.9701, -0.2893)
C (-1.9088, -2.1799, -0.2899)
C (-2.4512, -3.3810, -0.9613)
C (-3.7649, -3.3347, -1.5725)
C (-4.6334, -2.1480, -1.5958)
C (-4.1211, -0.9393, -0.9380)
H (6.4638, 0.7764, 0.5356)
H (6.1317, -0.8696, 1.3269)
H (4.7707, 0.4044, 1.0732)
H (6.2712, -0.5324, -1.2753)
H (6.0153, -2.7622, -0.6042)
H (4.6671, -2.2268, 0.4782)
H (3.9830, -3.5372, -2.2278)
H (3.2112, -0.4889, -2.2437)
H (2.4729, -1.1447, -0.7429)
H (1.8258, -2.0804, -3.6778)
H (1.1142, -2.9167, -2.2059)
H (-0.6126, -1.2603, -2.7610)
H (0.4222, -0.4362, -1.4287)
H (1.6682, 0.9596, -3.0764)
H (1.0909, -0.0947, -4.4092)
H (-0.4608, 1.5238, -4.8066)
H (-1.4311, 0.6381, -3.5850)
H (-1.4173, 3.2082, -3.2959)
H (0.4357, 3.1495, -3.1415)
H (0.1614, 1.7823, -1.0342)
H (-0.5599, 3.4926, -0.9014)
H (-2.8527, 2.7700, -0.7875)
H (-2.5062, 1.4108, -1.8955)
H (-0.5035, 0.1836, 2.4265)
H (0.1978, -0.2249, 0.7848)
H (0.0841, 1.4996, 1.3180)
H (-3.4041, 0.8450, 2.7302)
H (-4.4272, 1.5148, 1.3250)
H (-3.0383, 2.4578, 1.9768)
H (-0.9170, -2.1621, 0.2077)
H (-1.8002, -4.2912, -0.9819)
H (-4.1690, -4.2565, -2.0629)
H (-5.6308, -2.1081, -2.0822)
H (-4.7287, 0.0212, -0.9458)
C (6.5944, -2.0849, 5.3492)
C (6.4907, -1.2734, 4.0739)
O (5.6185, -1.9137, 3.1443)
H (6.9673, -3.0895, 5.1356)
H (7.2646, -1.6038, 6.0632)
H (5.6119, -2.2010, 5.8138)
H (7.4695, -1.1771, 3.6015)
H (6.1069, -0.2702, 4.2829)
H (4.7527, -1.9878, 3.5627)
C (-3.8684, -0.3827, -6.2756)
C (-2.5137, -0.9465, -5.8924)
O (-2.5355, -1.3977, -4.5410)
H (-4.1373, 0.4463, -5.6175)
H (-3.8662, -0.0270, -7.3081)
H (-4.6481, -1.1423, -6.1677)
H (-1.7429, -0.1799, -5.9807)
H (-2.2416, -1.7861, -6.5404)
H (-3.2137, -2.0804, -4.4722)
C (-8.7012, 1.1666, 0.0595)
C (-7.2173, 1.2684, 0.3249)
O (-6.5630, 1.8849, -0.7769)
H (-8.8872, 0.5868, -0.8474)
H (-9.2154, 0.6871, 0.8949)
H (-9.1438, 2.1533, -0.1009)
H (-6.7821, 0.2768, 0.4613)
H (-7.0201, 1.8576, 1.2268)
H (-6.9455, 2.7632, -0.8869)
C (2.1690, -2.0049, -6.6639)
C (0.8507, -1.8686, -7.4014)
O (0.7355, -0.5676, -7.9703)
H (2.2456, -1.2542, -5.8756)
H (2.2666, -2.9966, -6.2168)
H (3.0104, -1.8419, -7.3432)
H (0.0128, -2.0101, -6.7185)
H (0.7727, -2.6123, -8.2015)
H (1.4726, -0.4497, -8.5806)
C (-3.6841, 2.0808, 6.1750)
C (-4.9918, 2.2323, 5.4215)
O (-5.0958, 3.5430, 4.8765)
H (-3.6188, 2.8171, 6.9791)
H (-3.5941, 1.0806, 6.6044)
H (-2.8326, 2.2562, 5.5114)
H (-5.8382, 2.0778, 6.0917)
H (-5.0601, 1.5046, 4.6062)
H (-4.3497, 3.6696, 4.2783)
C (0.5801, 6.1055, -4.7366)
C (0.6685, 6.9140, -3.4568)
O (-0.2383, 8.0116, -3.4969)
H (0.8075, 6.7318, -5.6017)
H (1.2773, 5.2653, -4.7160)
H (-0.4324, 5.7181, -4.8799)
H (1.6737, 7.3166, -3.3275)
H (0.4305, 6.2926, -2.5869)
H (-1.1267, 7.6518, -3.6012)
C (-0.8804, 3.8429, 8.7302)
C (-0.4714, 2.6100, 7.9473)
O (0.9269, 2.3753, 8.0871)
H (-0.3283, 4.7177, 8.3812)
H (-1.9500, 4.0362, 8.6251)
H (-0.6488, 3.7211, 9.7918)
H (-0.6842, 2.7443, 6.8864)
H (-1.0136, 1.7261, 8.2990)
H (1.1080, 2.2482, 9.0256)
C (-8.6937, -3.8876, -3.2850)
C (-8.5619, -2.6074, -4.0836)
O (-8.9469, -1.4992, -3.2913)
H (-9.7216, -4.0224, -2.9426)
H (-8.4061, -4.7526, -3.8867)
H (-8.0619, -3.8549, -2.3927)
H (-9.2083, -2.6361, -4.9614)
H (-7.5293, -2.4618, -4.4198)
H (-8.3658, -1.4812, -2.5217)
C (6.8251, 0.3872, 9.5107)
C (6.7137, 1.1892, 8.2280)
O (5.8394, 0.5407, 7.3098)
H (7.1981, -0.6177, 9.3023)
H (7.4992, 0.8736, 10.2187)
H (5.8449, 0.2732, 9.9816)
H (7.6896, 1.2825, 7.7501)
H (6.3302, 2.1945, 8.4298)
H (4.9752, 0.4686, 7.7319)
C (8.7581, -5.0275, 0.8136)
C (8.4065, -4.9186, -0.6578)
O (9.2270, -5.7899, -1.4300)
H (9.8082, -4.7751, 0.9752)
H (8.1379, -4.3585, 1.4145)
H (8.6168, -6.0515, 1.1700)
H (8.5694, -3.9006, -1.0139)
H (7.3571, -5.1805, -0.8287)
H (9.0723, -6.6888, -1.1176)